Record 1
A molecular structure, C2H2N2O2 in a non-equilibrium geometry. Source: the OMol25 dataset; level of theory: the ωB97M-V functional and the def2-TZVPD basis.

Charge = 0
Spin multiplicity = 1
Frontier orbital gap = 11.09 eV

XYZ file:
```
8
Properties=species:S:1:pos:R:3:forces:R:3
O -1.210 -0.839 -1.283 -0.39 0.47 -0.63
C -0.432 -0.059 -0.544 -0.10 -0.34 0.20
N -0.899 0.672 0.432 0.07 -1.01 0.15
O 0.232 0.779 1.244 0.57 0.87 0.06
C 1.245 0.263 0.554 0.09 0.21 0.06
N 0.928 -0.213 -0.601 -0.18 -0.41 0.57
H -2.074 -0.848 -0.844 0.00 0.03 -0.26
H 2.210 0.245 1.042 -0.06 0.17 -0.14
```
Forces are in eV/Å.

From a natural (NBO) analysis of the wavefunction, the atomic charges in e read:
1. O -0.631
2. C 0.575
3. N -0.239
4. O -0.285
5. C 0.370
6. N -0.496
7. H 0.500
8. H 0.205

---

Record 2
2 unconnected molecules or ions with the total composition C2H2N2O2 in a non-equilibrium geometry. Source: the OMol25 dataset; level of theory: the ωB97M-V functional and the def2-TZVPD basis.

Charge = 0
Spin multiplicity = 1
Frontier orbital gap = 10.63 eV

XYZ file:
```
8
Properties=species:S:1:pos:R:3:forces:R:3
C 1.159 -0.872 0.100 0.92 0.42 1.16
C 0.054 -0.154 -0.463 -5.13 -4.73 3.56
N 2.095 -1.321 0.604 -0.75 0.07 -0.52
N -0.581 0.936 0.340 0.65 -1.30 -1.77
O -1.751 1.125 0.207 -1.23 0.39 -0.26
O 0.171 1.483 1.055 1.60 1.87 2.13
H 0.114 -0.153 -1.456 -0.02 1.31 -4.05
H -1.261 -1.043 -0.388 3.97 1.96 -0.25
```
Forces are in eV/Å.

From a natural (NBO) analysis of the wavefunction, the atomic charges in e read:
1. C 0.215
2. C -0.344
3. N -0.232
4. N 0.545
5. O -0.356
6. O -0.324
7. H 0.253
8. H 0.243

---

Record 3
A single C2H2N2O2 molecule. Source: the OMol25 dataset; level of theory: the ωB97M-V functional and the def2-TZVPD basis.

Charge = 0
Spin multiplicity = 1
Frontier orbital gap = 10.08 eV

XYZ file:
```
8
Properties=species:S:1:pos:R:3:forces:R:3
O 1.618 0.109 0.582 -0.01 -0.16 0.00
C 0.531 -0.343 -0.031 -0.04 -0.58 -0.09
N 0.106 -1.461 -0.478 0.36 0.34 -0.01
O -0.759 -0.711 0.529 -0.23 0.08 0.24
C -1.222 0.892 -0.417 0.65 0.26 -0.29
N -0.124 1.124 -0.815 -0.82 -0.02 0.18
H 2.123 -0.665 0.880 -0.04 0.13 -0.04
H -2.272 1.055 -0.250 0.13 -0.04 0.00
```
Forces are in eV/Å.

From a natural (NBO) analysis of the wavefunction, the atomic charges in e read:
1. O -0.653
2. C 0.700
3. N -0.232
4. O -0.422
5. C 0.276
6. N -0.415
7. H 0.506
8. H 0.240

---

Record 4
A molecular structure, C2H2N2O2S in a non-equilibrium geometry. Source: the OMol25 dataset; level of theory: the ωB97M-V functional and the def2-TZVPD basis.

Charge = 0
Spin multiplicity = 1
Frontier orbital gap (alpha / beta) = 7.28 / 7.28 eV

XYZ file:
```
9
Properties=species:S:1:pos:R:3:forces:R:3
C 2.099 -1.558 -0.862 -0.17 0.65 3.11
C -1.150 0.493 0.318 1.34 0.40 0.40
N 2.376 -2.238 -1.781 1.50 -1.75 1.42
N -1.400 -0.453 -0.466 0.01 -0.32 -0.41
O 1.940 -1.090 0.195 -0.32 0.64 -0.13
O -1.812 -1.155 -1.326 0.65 0.19 0.19
S -2.745 0.790 0.847 -0.31 0.56 0.57
H -0.114 0.891 0.626 -1.65 -0.86 -0.71
H 2.127 -2.090 -2.664 -1.06 0.48 -4.44
```
Forces are in eV/Å.

natural (NBO) population analysis, charges in e, atoms 1 to 8:
1. C 0.852
2. C -0.169
3. N -0.727
4. N 0.244
5. O -0.523
6. O -0.230
7. S -0.109
8. H 0.263

---

Record 5
2 unconnected molecules or ions with the total composition C2H2N2O2S in a non-equilibrium geometry. Source: the OMol25 dataset; level of theory: the ωB97M-V functional and the def2-TZVPD basis.

Charge = 0
Spin multiplicity = 1
Frontier orbital gap = 10.75 eV

XYZ file:
```
9
Properties=species:S:1:pos:R:3:forces:R:3
C -0.065 0.260 -1.766 0.48 0.44 0.35
C -2.274 -0.939 -0.168 -0.43 0.25 -0.81
N -0.889 0.919 -2.209 -0.33 0.17 -0.37
N -1.319 -0.878 0.433 1.09 -0.25 1.71
O 1.947 -1.271 -2.107 0.27 -0.26 -0.29
O 1.953 0.510 -0.281 -0.40 -0.43 -0.43
S 1.148 -0.799 -1.004 1.43 0.65 0.72
H -2.964 -0.822 -0.941 -1.12 -0.14 -0.50
H 2.908 0.357 -0.085 -0.99 -0.44 -0.39
```
Forces are in eV/Å.

natural (NBO) population analysis, charges in e, atoms 1 to 8:
1. C -0.035
2. C 0.112
3. N -0.268
4. N -0.346
5. O -0.892
6. O -0.901
7. S 1.579
8. H 0.237

---

Record 6
A single C2H2N2O2S2 molecule in a non-equilibrium geometry. Source: the OMol25 dataset; level of theory: the ωB97M-V functional and the def2-TZVPD basis.

Charge = 0
Spin multiplicity = 1
Frontier orbital gap = 9.43 eV

XYZ file:
```
10
Properties=species:S:1:pos:R:3:forces:R:3
O 2.241 -0.467 0.026 2.67 0.54 -0.61
C 1.097 -0.705 -0.140 -0.38 -1.02 1.03
O 0.562 -1.903 -0.027 -1.83 0.21 0.68
N -0.881 -1.665 0.306 0.79 1.43 -2.15
C -1.004 -0.369 -0.027 -3.29 -4.56 2.25
S -2.594 0.253 -0.051 -1.07 -1.25 -0.40
N 0.101 0.247 -0.230 3.30 2.29 -1.02
S 0.649 1.878 0.105 0.93 -0.82 -0.81
H -2.129 1.402 0.226 0.28 2.31 0.48
H 1.959 1.330 -0.188 -1.40 0.87 0.54
```
Forces are in eV/Å.

natural (NBO) population analysis, charges in e, atoms 1 to 8:
1. O -0.583
2. C 0.850
3. O -0.338
4. N -0.169
5. C 0.180
6. S 0.163
7. N -0.571
8. S 0.129

---

Record 7
A single C2H2N2O3 molecule in a non-equilibrium geometry. Source: the OMol25 dataset; level of theory: the ωB97M-V functional and the def2-TZVPD basis.

Charge = 0
Spin multiplicity = 1
Frontier orbital gap = 9.81 eV

XYZ file:
```
9
Properties=species:S:1:pos:R:3:forces:R:3
O -2.236 -0.721 -0.082 -0.60 0.49 0.39
C -1.195 -0.160 0.023 1.62 0.98 -0.54
N -0.712 1.133 -0.088 -2.88 4.25 2.28
N 0.705 1.247 -0.029 -0.45 -1.50 1.18
C 1.049 -0.002 0.146 -2.17 2.00 -2.10
O 2.226 -0.487 -0.124 1.27 0.68 0.11
O -0.011 -0.828 0.108 1.23 -3.03 0.70
H -1.312 1.987 0.459 2.36 -3.22 -2.40
H 2.401 -1.386 0.130 -0.37 -0.66 0.36
```
Forces are in eV/Å.

natural (NBO) population analysis, charges in e, atoms 1 to 8:
1. O -0.563
2. C 0.839
3. N -0.491
4. N -0.321
5. C 0.726
6. O -0.639
7. O -0.489
8. H 0.425

---

Record 8
2 unconnected molecules or ions with the total composition C2H2N2O3 in a non-equilibrium geometry. Source: the OMol25 dataset; level of theory: the ωB97M-V functional and the def2-TZVPD basis.

Charge = 0
Spin multiplicity = 1
Frontier orbital gap (alpha / beta) = 8.45 / 8.46 eV

XYZ file:
```
9
Properties=species:S:1:pos:R:3:forces:R:3
C -1.990 0.837 0.939 4.54 -1.23 -2.63
C -0.057 0.270 -0.143 -0.72 1.02 4.98
N -2.804 1.000 1.705 -2.62 0.58 2.22
N -0.951 -0.160 -1.155 -0.27 -0.87 -0.56
O -1.560 0.623 -1.797 -0.15 0.61 -1.09
O -0.994 -1.373 -1.194 -0.24 -1.34 -0.43
O 0.622 -0.587 0.558 -2.66 -1.91 -2.83
H 0.181 1.268 0.022 0.55 1.72 -0.77
H 0.100 -1.466 0.179 1.57 1.42 1.10
```
Forces are in eV/Å.

natural (NBO) population analysis, charges in e, atoms 1 to 8:
1. C 0.008
2. C 0.402
3. N -0.449
4. N 0.470
5. O -0.261
6. O -0.378
7. O -0.558
8. H 0.248

---

Computed values of energy above the lowest of the compared OMol25 structures with the same formula, charge and spin (unit: eV) for the preceding records, in sequence: 1.898, 6.298, 6.418, 4.367, 2.720, 2.536, 1.121, 6.785.